7 unconnected molecules or ions with the total composition H14O7, computed with ωB97M-V with the def2-TZVPD basis set.

ΔE to the lowest compared entry with this formula, charge and spin in kJ/mol: 311.4
Maximum force in eV Å⁻¹: 3.82
SMILES: O.O.O.O.O.O.O
Lowest unoccupied orbital energy in eV: -0.086
HOMO level in eV: -10.708
Energy in Eh: -535.0052

Geometry as ORCA input:
```
! RIJCOSX wB97M-V def2-TZVPD def2/J DEFGRID3
* xyz 0 1
H -0.1873 1.5350 -0.3087
O -1.3760 -1.4573 -2.5924
H 5.6027 -0.4010 -0.6422
H -3.8071 1.0767 -0.0158
O -2.9314 1.2577 -0.3426
H -0.4082 2.8445 2.3323
H -0.9208 -3.6102 2.3463
H -1.9833 -1.7330 -1.8818
H 0.4026 3.2431 0.9672
H -1.2763 -0.5191 -2.4961
O -1.6347 -2.8957 2.3119
O -0.4655 3.2214 1.3822
H -2.4708 1.3221 0.4409
H -2.5041 -3.2952 2.2074
O 1.2539 -0.8100 -0.9997
H 0.8289 -0.9893 -0.2145
H 2.1786 -0.9305 -0.6419
H -0.5670 0.6234 -1.4613
O 5.7157 -0.0758 0.2032
O -0.3084 1.5226 -1.2096
H 4.8588 0.0705 0.6151
*
```

Here are the Löwdin charges for atoms 1 to 5, given in e: number 1, H, carries -0.0488; number 2, O, carries -0.0418; number 3, H, carries -0.0128; number 4, H, carries 0.0380; number 5, O, carries -0.0138